[1]
Formula: C39H68O39
Source: OMol25
Level of theory: the ωB97M-V functional and the def2-TZVPD basis

Results
Total charge ... 0
HOMO energy ... -10.11 eV
Multiplicity ... 1
Energy above the lowest of the compared OMol25 structures with the same formula, charge and spin ... 298.7 kJ/mol
LUMO level ... 0.04 eV

Positions of all 146 atoms, in Å:
C (0.54082, -2.49888, 3.97510)
C (-0.77056, -3.21810, 4.42253)
O (-0.49773, -4.56334, 4.14286)
C (0.83569, -4.70547, 4.33788)
O (1.36495, -5.76514, 4.50012)
O (1.48057, -3.52537, 4.13210)
H (0.67593, -1.66551, 4.66455)
H (0.36849, -2.12274, 2.96667)
H (-1.57188, -2.79822, 3.81452)
H (-0.93000, -3.02624, 5.48360)
C (-5.03288, 4.21306, 0.29191)
C (-5.01009, 3.06581, 1.30130)
O (-4.03587, 2.19305, 0.79055)
C (-3.30286, 2.81660, -0.20080)
O (-2.31828, 2.33288, -0.82567)
O (-3.78047, 4.00703, -0.38028)
H (-5.12387, 5.18616, 0.77451)
H (-5.79638, 4.13704, -0.48228)
H (-5.94396, 2.58787, 1.00543)
H (-4.86884, 3.39555, 2.33058)
C (5.61475, 1.03197, -2.72728)
C (5.41037, 0.18429, -1.52627)
O (4.42320, 0.81307, -0.74185)
C (4.21110, 2.02213, -1.25713)
O (3.49287, 2.89500, -0.74134)
O (4.75542, 2.13079, -2.47642)
H (5.37194, 0.46272, -3.62456)
H (6.66349, 1.31712, -2.81052)
H (6.30588, -0.00569, -0.93460)
H (4.94758, -0.78234, -1.72512)
C (0.67213, 0.80403, -0.09069)
C (-0.24981, -0.31227, -0.59396)
O (0.61806, -1.43137, -0.58032)
C (1.53292, -1.25710, 0.39746)
O (2.36747, -2.06567, 0.75675)
O (1.44445, -0.00415, 0.83867)
H (0.10008, 1.57427, 0.42661)
H (1.29596, 1.42826, -0.73044)
H (-0.65585, -0.13637, -1.59010)
H (-1.11864, -0.42946, 0.05373)
C (-1.64691, -2.93386, -5.19629)
C (-1.50021, -2.28611, -3.82998)
O (-0.25988, -2.69338, -3.38813)
C (0.46226, -3.01963, -4.52375)
O (1.66034, -3.19509, -4.49290)
O (-0.32707, -2.98103, -5.60556)
H (-2.22622, -2.34524, -5.90764)
H (-2.16338, -3.88362, -5.05734)
H (-2.25442, -2.60685, -3.11138)
H (-1.60678, -1.20861, -3.95542)
C (-3.32371, 1.75149, -3.95478)
O (-4.25562, 2.56927, -3.28662)
C (-5.02083, 3.42430, -4.05397)
O (-4.96288, 3.70931, -5.24502)
O (-5.89932, 3.96337, -3.20237)
C (-6.92801, 4.76689, -3.73547)
H (-2.78224, 2.39207, -4.65088)
H (-3.92801, 1.06362, -4.54618)
H (-2.58984, 1.20836, -3.35933)
H (-6.59867, 5.48278, -4.48855)
H (-7.24607, 5.43911, -2.93856)
H (-7.82855, 4.26611, -4.09092)
C (5.71273, -2.35623, 0.92880)
O (6.48588, -3.05159, 1.85586)
C (7.33738, -3.96123, 1.58027)
O (7.39037, -4.49470, 0.45181)
O (7.98245, -4.22897, 2.68414)
C (9.03146, -5.19889, 2.53743)
H (5.25064, -1.44951, 1.31923)
H (4.94129, -3.08092, 0.66842)
H (6.25020, -2.18792, -0.00443)
H (8.85153, -5.93038, 3.32524)
H (10.06681, -4.86047, 2.57767)
H (8.96637, -5.85799, 1.67172)
C (4.83501, 7.97377, 1.87541)
O (4.05505, 6.82197, 1.69914)
C (2.81058, 6.87311, 1.25604)
O (2.21221, 7.85318, 0.99319)
O (2.29245, 5.59458, 1.25141)
C (0.93444, 5.28397, 0.82308)
H (4.74313, 8.51957, 0.93639)
H (5.88146, 7.66922, 1.89281)
H (4.64780, 8.56767, 2.77003)
H (0.74883, 4.22759, 1.01732)
H (0.78605, 5.46441, -0.24159)
H (0.35504, 6.02962, 1.36750)
C (-1.00045, 2.40920, 3.87138)
O (-2.11974, 1.63343, 4.40726)
C (-2.45265, 0.47631, 3.79330)
O (-1.85775, -0.11648, 2.96906)
O (-3.73056, 0.26002, 4.00811)
C (-4.41047, -0.76190, 3.26189)
H (-1.02759, 2.78831, 2.84979)
H (-0.08393, 1.82340, 3.80122)
H (-0.84802, 3.27921, 4.51008)
H (-5.35452, -0.83255, 3.80215)
H (-4.04897, -1.77680, 3.42739)
H (-4.66201, -0.36393, 2.27881)
C (2.82633, -0.12145, -4.74687)
O (2.46330, 1.09285, -4.22854)
C (1.21724, 1.37710, -3.77999)
O (0.26069, 0.60066, -3.82531)
O (1.16840, 2.72281, -3.38401)
C (-0.10739, 3.36943, -3.14418)
H (2.86441, -0.93645, -4.02407)
H (3.84286, -0.09757, -5.13954)
H (2.15951, -0.43043, -5.55184)
H (-0.83928, 2.75205, -2.62332)
H (-0.49903, 3.76551, -4.08111)
H (0.14848, 4.27957, -2.60170)
C (-4.30524, -1.56108, -1.19609)
O (-5.10117, -2.28641, -2.14910)
C (-5.08361, -2.17379, -3.52758)
O (-4.36312, -1.43874, -4.21616)
O (-6.02233, -3.01339, -3.98187)
C (-6.35854, -3.11176, -5.34762)
H (-4.38344, -0.49636, -1.41597)
H (-3.26716, -1.86621, -1.06418)
H (-4.67341, -1.72303, -0.18302)
H (-7.16910, -2.43757, -5.62431)
H (-6.67093, -4.15475, -5.39944)
H (-5.48332, -2.93335, -5.97234)
C (3.47291, 0.78532, 3.35214)
O (4.32390, 0.24475, 4.42669)
C (3.91882, -0.07760, 5.62910)
O (2.77702, 0.13921, 6.07569)
O (5.01175, -0.47081, 6.29950)
C (4.98270, -0.65247, 7.72568)
H (3.36682, 1.86917, 3.39813)
H (2.44066, 0.45038, 3.25032)
H (3.92373, 0.56809, 2.38381)
H (5.65151, 0.09344, 8.15510)
H (5.42006, -1.61924, 7.97501)
H (4.05588, -0.52328, 8.28463)
C (-5.20843, -4.81615, 1.09667)
O (-3.83927, -4.65744, 1.48813)
C (-2.91130, -4.66449, 0.52598)
O (-3.21084, -4.70542, -0.67177)
O (-1.76659, -4.58479, 1.13665)
C (-0.57759, -4.50855, 0.30601)
H (-5.38031, -5.87187, 0.88687)
H (-5.56030, -4.25040, 0.23399)
H (-5.87440, -4.54706, 1.91653)
H (-0.38861, -5.55494, 0.06630)
H (0.24656, -4.11323, 0.89981)
H (-0.73113, -3.91647, -0.59619)

Forces on the atoms, in the same order (eV/Å):
-2.33 0.23 0.86
0.35 1.95 -0.71
0.03 -0.11 0.68
0.62 -1.26 -1.26
-0.11 0.88 0.21
0.52 -0.45 0.31
0.69 0.00 -0.18
0.81 -0.25 -0.23
-0.30 -0.54 0.18
-0.24 -0.37 0.10
0.53 0.10 -0.01
-1.79 0.28 -1.69
1.98 -0.59 -0.64
2.82 -2.50 -0.99
-3.73 1.42 2.71
0.13 2.13 -0.78
0.54 0.07 -0.27
-0.09 -0.17 0.16
-0.34 -0.37 1.58
0.07 -0.52 -0.07
0.58 -0.31 -0.48
-0.18 -2.59 1.01
0.13 1.01 0.68
-3.09 2.77 1.13
2.18 -2.59 -1.43
0.40 0.64 -0.29
-0.39 0.54 -0.14
-0.15 0.52 -0.05
0.00 0.26 0.05
0.42 -0.21 -0.41
-1.12 -0.18 0.91
-0.12 1.42 -1.05
-0.02 -1.09 0.19
1.23 -0.68 -0.44
-1.65 1.07 -0.42
0.63 1.31 0.54
-0.09 -0.38 0.57
0.42 -0.88 -0.57
0.42 -0.20 -0.14
0.24 -0.22 0.44
-2.08 0.65 0.81
-2.57 0.79 0.00
1.76 -0.69 -1.07
2.15 0.72 1.54
-1.97 -0.04 -0.48
1.57 -1.01 -0.60
0.12 0.07 0.16
0.56 -0.56 -0.45
0.03 -0.10 -0.12
0.49 0.22 0.31
0.01 0.01 -2.28
-1.26 1.51 0.18
0.69 -0.19 -0.88
0.40 -1.15 2.27
-0.16 -0.43 0.27
-0.53 1.81 0.03
0.24 -0.17 -0.11
0.44 -0.37 -0.04
-0.59 0.40 0.70
0.37 -0.51 -0.34
-0.02 -0.33 0.37
0.41 -0.60 -0.04
-0.99 -1.43 -1.70
-0.53 2.73 2.60
-0.83 -1.59 -4.27
0.82 0.82 2.50
2.04 -0.92 -0.06
-0.16 -1.99 0.53
0.43 -0.25 0.41
-0.54 0.49 -0.27
0.30 0.22 0.16
0.29 0.33 0.47
-0.39 0.80 0.20
-0.47 0.74 -0.52
0.63 0.66 -1.37
0.14 -1.97 0.76
-0.70 -2.25 0.69
-1.13 1.73 -0.77
1.27 -0.03 -0.23
1.00 1.83 0.11
-0.11 0.76 0.37
-0.15 -0.38 0.24
-0.54 -0.13 -0.15
0.13 0.32 0.40
0.27 0.03 -0.06
-0.79 -0.60 0.01
0.84 -0.60 0.12
0.70 0.41 -0.47
-1.40 2.36 -0.81
2.50 -1.37 -1.21
-1.04 -0.23 1.35
-1.14 0.35 1.37
-1.35 -0.19 -0.24
-0.03 -0.29 0.70
-0.23 -0.41 0.24
-0.26 0.29 -0.09
0.86 0.25 -0.86
0.63 -0.63 -0.26
-0.04 -2.49 -0.75
-0.87 3.01 1.69
-1.49 0.26 -0.76
1.82 1.57 0.38
0.48 -2.50 -0.60
0.43 0.13 -0.36
-0.45 0.07 0.33
-0.11 0.69 -0.12
-0.05 -0.03 -0.01
0.26 0.04 -0.02
-0.14 -0.50 -0.25
0.04 -0.35 0.44
0.16 0.79 -0.33
-0.19 -0.66 -1.13
1.17 1.39 0.22
-1.54 -1.63 1.66
0.51 0.72 1.70
0.46 -0.42 -0.35
0.27 0.04 0.00
0.12 -0.21 -0.96
-0.82 -0.25 -0.34
0.06 0.03 0.16
-0.14 0.18 -0.56
-0.09 0.01 -0.06
-0.31 0.24 0.09
-0.10 0.10 -2.23
-2.56 1.84 1.42
2.47 -1.07 -0.71
-0.79 -0.36 0.39
0.61 0.26 0.60
0.50 0.08 0.54
0.17 -0.76 0.81
0.44 -0.27 0.41
0.15 0.11 -0.20
-0.20 -0.08 -0.33
-0.46 -0.12 -0.90
-0.48 -0.68 -0.15
-0.91 0.40 0.43
-2.08 0.08 -1.80
1.33 0.08 1.79
1.16 0.72 -0.22
-0.18 -0.87 -0.03
-0.02 -0.01 -0.11
0.70 0.18 -0.15
0.54 0.08 0.33
0.44 0.20 -0.37
-0.31 0.03 0.09
-0.11 -0.04 0.16

---

[2]
Formula: C4H11NO2
Source: OMol25
Level of theory: the ωB97M-V functional and the def2-TZVPD basis

Results
Total charge ... 0
HOMO energy ... -8.55 eV
Multiplicity ... 1
Energy above the lowest of the compared OMol25 structures with the same formula, charge and spin ... 284.2 kJ/mol
LUMO level ... 0.87 eV

Positions of all 18 atoms, in Å:
C (2.26795, 1.29883, -0.07978)
C (1.26337, 0.31584, 0.34345)
O (1.55391, -0.57619, 1.44074)
C (0.58551, -0.41099, -0.84697)
N (-0.81460, -0.80205, -0.49918)
C (-1.77418, 0.19311, -0.04681)
O (-3.09142, -0.16255, -0.41037)
H (1.85227, 1.90858, -0.94062)
H (2.39741, 1.96621, 0.77538)
H (3.25041, 0.91213, -0.37374)
H (0.41142, 0.73424, 0.87169)
H (1.71184, 0.04972, 2.07378)
H (0.48995, 0.18269, -1.83568)
H (1.14396, -1.29200, -1.05526)
H (-0.90213, -1.81172, -0.43436)
H (-1.56783, 1.04142, -0.74924)
H (-1.67405, 0.57279, 1.10375)
H (-3.16688, -1.12052, -0.40378)

Forces on the atoms, in the same order (eV/Å):
0.57 1.61 -0.35
-3.02 -1.13 -0.46
0.82 -2.61 -3.36
-1.98 0.87 0.01
1.34 -0.42 -0.29
0.96 0.62 -0.23
-0.04 -0.14 0.62
0.50 -0.65 1.04
0.44 0.32 -0.23
-0.28 -0.20 0.05
-0.20 1.66 -0.92
0.82 1.89 3.21
0.71 -0.37 1.73
0.35 -0.91 -0.34
-0.61 0.64 0.68
0.09 -0.03 1.13
-0.45 -1.12 -2.41
-0.03 -0.03 0.10

---

[3]
Formula: C18H16N2O2
Source: OMol25
Level of theory: the ωB97M-V functional and the def2-TZVPD basis

Results
Total charge ... 0
HOMO energy ... -8.30 eV
Multiplicity ... 1
Energy above the lowest of the compared OMol25 structures with the same formula, charge and spin ... 223.9 kJ/mol
LUMO level ... -0.49 eV

Positions of all 38 atoms, in Å:
O (2.14202, 0.27066, -1.96469)
C (1.87982, 0.19747, -0.77497)
C (2.90443, 0.11942, 0.25396)
C (4.27942, 0.00487, 0.19935)
C (5.01151, -0.27404, 1.40290)
C (4.32801, -0.42784, 2.64380)
C (2.93975, -0.30031, 2.67345)
C (2.23717, -0.02923, 1.46391)
C (0.81308, 0.03865, 1.25535)
N (-0.03913, -0.27708, 2.18336)
C (-1.39164, -0.40532, 1.82076)
C (-2.39529, -0.29175, 2.77727)
C (-3.74382, -0.38737, 2.44915)
C (-4.11394, -0.64411, 1.11229)
C (-3.09208, -0.70086, 0.12170)
C (-1.74482, -0.52642, 0.45766)
C (-0.63569, -0.66361, -0.54909)
N (-1.02240, -0.41740, -1.95740)
C (-1.68659, 0.83608, -2.35756)
C (-1.65058, 1.00903, -3.86537)
O (-0.28540, 0.78433, -4.29578)
C (0.48956, 0.27595, -0.19826)
H (4.80963, 0.07108, -0.74460)
H (6.08878, -0.39261, 1.30776)
H (4.84215, -0.61765, 3.60020)
H (2.42987, -0.39675, 3.64247)
H (-2.11807, -0.14534, 3.81620)
H (-4.51105, -0.29643, 3.20655)
H (-5.15468, -0.78854, 0.84405)
H (-3.38662, -0.96480, -0.90311)
H (-0.26691, -1.69209, -0.45946)
H (-0.22426, -0.60467, -2.58257)
H (-2.74277, 0.90357, -2.01209)
H (-1.18324, 1.71913, -1.98640)
H (-2.34649, 0.30305, -4.32057)
H (-1.93170, 2.00518, -4.11898)
H (0.33051, 1.40089, -3.84062)
H (0.14144, 1.30482, -0.30064)

Forces on the atoms, in the same order (eV/Å):
-0.36 -0.14 0.32
0.39 0.52 -3.03
-0.31 -0.57 1.57
1.44 -0.47 1.22
-1.32 0.23 -0.89
-0.09 0.33 -0.77
-0.22 0.26 -0.31
1.46 -0.16 1.75
-2.12 -0.74 1.84
1.07 0.15 -0.64
-0.31 1.09 -0.98
-0.10 -0.15 0.44
-0.03 -0.33 -1.25
1.49 0.31 0.14
-0.81 -0.32 0.54
-0.89 -0.50 0.29
0.02 0.55 -2.04
-0.60 -0.69 -0.30
-0.26 -0.38 0.45
1.36 -0.85 0.77
-0.32 0.19 -0.25
0.55 0.32 2.24
-0.07 0.04 0.07
-0.22 0.05 0.25
-0.06 0.05 -0.78
-0.01 0.03 -0.70
0.13 0.02 -0.11
0.09 -0.01 0.07
0.14 0.04 -0.03
0.34 0.31 0.42
0.01 -0.05 -0.28
-0.63 0.27 0.49
0.68 -0.22 -0.05
0.31 0.50 0.61
0.56 -0.14 -0.41
-0.49 0.81 -0.21
-0.79 -0.54 -0.29
-0.04 0.20 -0.17

---

| no. | molar mass (Da) |
| --- | --- |
| 1 | 1160.934 |
| 2 | 105.137 |
| 3 | 292.338 |